No. 1
9
Properties=species:S:1:pos:R:3 method="wB97M-V/def2-TZVPD" total_charge=0 spin_multiplicity=1 homo_energy_ev=-9.59
C -0.454 -0.119 0.638
C -0.483 -0.084 -0.688
C -2.387 -0.517 0.047
O -1.642 -0.410 1.153
O -1.803 -0.154 -1.050
F -2.547 -2.147 -0.273
I -4.375 0.296 0.028
H 0.523 -0.071 1.130
H 0.244 0.172 -1.376

---

No. 2
9
Properties=species:S:1:pos:R:3 method="wB97M-V/def2-TZVPD" total_charge=0 spin_multiplicity=7 homo_energy_ev="-8.06 / -10.12"
F 1.144 2.024 -0.853
O -0.238 -1.398 -0.487
O -2.368 -0.601 -0.809
C 0.655 -0.512 0.329
C -0.460 0.445 0.444
C -1.267 -0.519 -0.318
H 1.019 -0.999 1.248
H -0.731 1.190 1.189
Mn 2.247 0.371 -0.744

---

No. 3
10
Properties=species:S:1:pos:R:3 method="wB97M-V/def2-TZVPD" total_charge=+3 spin_multiplicity=5 homo_energy_ev="-21.81 / -23.62"
C 1.060 -0.595 0.462
C 1.204 0.834 0.073
O 0.069 1.028 -0.677
C -0.851 0.096 -0.379
O -0.223 -0.843 0.464
O -1.989 0.071 -0.675
Nd -4.778 -0.969 -0.522
F 1.790 -1.617 0.359
H 1.346 1.612 0.839
H 2.373 0.384 0.055

---

No. 4
9
Properties=species:S:1:pos:R:3 method="wB97M-V/def2-TZVPD" total_charge=0 spin_multiplicity=2 homo_energy_ev="-7.54 / -8.43"
H 2.132 1.386 2.922
C 0.009 -0.943 -0.293
C -0.782 0.109 -0.551
O -1.453 0.227 -1.765
C -1.279 1.136 -2.623
O 0.695 -1.115 0.799
H 0.080 -1.695 -1.090
F -1.047 1.090 0.308
Pb 1.645 -0.196 2.294

---

No. 5
9
Properties=species:S:1:pos:R:3 method="wB97M-V/def2-TZVPD" total_charge=+2 spin_multiplicity=1 homo_energy_ev=-20.09
H -3.558 -0.250 1.485
F 0.814 0.832 -0.106
O 0.414 -1.235 -0.691
C 0.024 -0.124 -0.498
Tl 2.539 -2.748 -0.717
O -2.879 0.443 1.282
C -1.370 0.366 -0.694
C -2.173 0.314 0.318
H -1.807 0.586 -1.678

---

No. 6
9
Properties=species:S:1:pos:R:3 method="wB97M-V/def2-TZVPD" total_charge=-1 smiles="O=C([O-])CC(=O)F" spin_multiplicity=1 homo_energy_ev=-4.31
O -2.271 -0.331 0.046
C -1.096 -0.725 -0.137
O -0.650 -1.567 -0.878
C -0.126 0.115 0.816
C 1.110 0.693 -0.471
O 1.050 1.657 -1.137
F 2.128 -0.233 -0.734
H 0.400 -0.683 1.416
H -0.546 1.074 1.079

---

No. 7
8
Properties=species:S:1:pos:R:3 method="wB97M-V/def2-TZVPD" total_charge=0 spin_multiplicity=1 homo_energy_ev=-8.63
C 1.056 -0.495 0.374
C -0.120 0.132 0.088
C 1.792 0.630 0.150
O 2.252 1.620 -0.232
F -2.560 1.009 -0.332
P -1.845 -0.344 0.234
H 1.427 -1.467 0.656
H -2.001 -1.086 -0.937

---

No. 8
10
Properties=species:S:1:pos:R:3 method="wB97M-V/def2-TZVPD" total_charge=+1 spin_multiplicity=2 homo_energy_ev="-10.92 / -10.91"
C -1.582 -0.267 0.467
O -2.567 0.462 0.142
H -0.155 0.886 -0.722
Li -3.605 -1.028 0.360
C -0.241 0.251 0.168
O 0.756 -0.770 0.188
C 1.979 -0.498 -0.250
O 2.189 0.624 -0.786
Ga 3.681 -0.377 -0.862
H -0.454 0.716 1.294

---

No. 9
10
Properties=species:S:1:pos:R:3 method="wB97M-V/def2-TZVPD" total_charge=0 spin_multiplicity=3 homo_energy_ev="-6.14 / -6.49"
H -0.842 -3.000 0.641
O 0.779 -1.619 0.355
C 1.270 -2.733 0.745
C 0.447 -3.905 0.762
O -0.662 -3.764 1.463
C -1.613 3.721 0.032
O -1.987 4.809 -0.005
O -1.233 2.625 0.114
Hg -0.269 0.325 0.477
H 2.251 -2.755 1.246

---

No. 10
9
Properties=species:S:1:pos:R:3 method="wB97M-V/def2-TZVPD" total_charge=0 spin_multiplicity=1 homo_energy_ev="-8.58 / -8.43"
C -0.508 -0.011 1.047
C 1.610 -0.119 -0.724
C 0.447 -0.473 0.036
I -2.412 -0.372 1.136
I 2.369 1.829 -0.470
I -3.591 1.635 -0.665
I -0.177 -2.477 -0.653
H -0.022 0.732 1.585
H 2.284 -0.744 -1.292

---

No. 11
8
Properties=species:S:1:pos:R:3 method="wB97M-V/def2-TZVPD" total_charge=+1 spin_multiplicity=3 homo_energy_ev="-13.31 / -15.96"
C 0.173 1.540 -0.188
C -0.446 -0.557 -0.242
C 0.505 -0.165 0.852
N -0.522 1.328 -1.105
N 0.811 1.073 0.875
I 0.104 -1.827 -1.736
H -1.518 -0.521 -0.031
H 0.894 -0.871 1.575

---

No. 12
9
Properties=species:S:1:pos:R:3 method="wB97M-V/def2-TZVPD" total_charge=0 spin_multiplicity=1 homo_energy_ev="-9.23 / -8.80"
C 1.059 -0.143 -0.352
C 0.687 -1.204 0.238
C 0.276 1.191 -0.209
N -1.366 -0.069 0.932
O 0.725 2.239 -0.546
O -0.915 1.064 0.362
I -2.839 -0.976 -0.141
H 1.933 0.026 -0.964
H 0.440 -2.128 0.681

---

No. 13
8
Properties=species:S:1:pos:R:3 method="wB97M-V/def2-TZVPD" total_charge=0 spin_multiplicity=3 homo_energy_ev="-6.63 / -8.74"
C -0.104 -0.716 -0.001
C -1.171 0.260 -0.002
C 1.142 -0.289 -0.006
N -0.900 1.514 0.003
S 0.598 2.047 0.001
I 3.030 -1.031 0.001
H -0.385 -1.757 0.014
H -2.210 -0.029 -0.012

---

No. 14
9
Properties=species:S:1:pos:R:3 method="wB97M-V/def2-TZVPD" total_charge=0 spin_multiplicity=1 homo_energy_ev="-7.64 / -7.64"
C -0.048 1.295 0.231
C 0.348 -0.066 -1.727
C -0.302 -1.033 0.739
N 0.099 0.288 1.030
S -0.563 -2.228 1.815
S -0.437 -1.325 -1.014
I -0.146 0.583 -3.581
H 0.530 2.052 0.632
H 0.521 0.431 1.875

---

No. 15
10
Properties=species:S:1:pos:R:3 method="wB97M-V/def2-TZVPD" total_charge=+3 spin_multiplicity=2 homo_energy_ev="-19.64 / -20.81"
C -1.209 0.077 -0.567
C -0.259 0.152 0.478
O 0.918 0.690 0.224
C 2.093 -0.161 0.122
O 1.925 -1.312 -0.150
O -2.359 -0.372 -0.405
Lu 4.313 0.917 0.762
H -0.487 -0.170 1.498
H -0.792 0.207 -1.588
Li -4.144 -0.028 -0.376

---

No. 16
10
Properties=species:S:1:pos:R:3 method="wB97M-V/def2-TZVPD" total_charge=+1 spin_multiplicity=7 homo_energy_ev="-8.95 / -12.31"
C -1.341 0.017 0.678
O -2.504 -0.057 0.114
H -0.028 0.991 -0.770
Li -4.001 -0.846 0.492
C -0.164 0.275 0.038
O 0.894 -0.623 0.278
C 2.081 -0.468 -0.288
O 2.245 0.476 -1.112
Ru 4.006 -0.504 -1.001
H -1.189 0.739 1.570

---

No. 17
10
Properties=species:S:1:pos:R:3 method="wB97M-V/def2-TZVPD" total_charge=+1 spin_multiplicity=1 homo_energy_ev="-9.13 / -8.80"
C -1.152 1.171 -1.036
C 0.092 0.911 -1.331
O 1.212 0.889 -1.717
Sn 2.932 0.234 -1.291
H -1.950 0.524 -1.365
H -1.415 1.993 -0.390
O -1.521 -1.172 1.882
C -0.510 -0.928 1.416
Li 1.533 -2.582 2.525
O 0.780 -1.041 1.309

---

No. 18
10
Properties=species:S:1:pos:R:3 method="wB97M-V/def2-TZVPD" total_charge=+1 spin_multiplicity=1 homo_energy_ev="-13.40 / -10.59"
O -1.086 1.114 -1.555
O 0.554 0.396 0.532
C 0.548 -0.177 1.730
C 0.358 -0.418 -0.649
O 0.104 -1.322 1.871
C -0.270 0.034 -1.749
Mg 1.142 1.157 3.285
H 0.066 -0.167 -2.769
H -0.310 1.742 -1.126
Tl -1.108 -2.359 0.429

---

No. 19
8
Properties=species:S:1:pos:R:3 method="wB97M-V/def2-TZVPD" total_charge=+1 spin_multiplicity=7 homo_energy_ev="-12.99 / -14.56"
O 0.730 -1.394 0.731
C -0.386 -0.781 0.489
C 0.208 1.500 -0.181
O -1.527 -1.129 0.722
C -0.063 0.243 -0.552
Mn 0.651 -2.630 -0.864
H 0.927 2.118 -0.725
H -0.540 2.074 0.381

---

No. 20
8
Properties=species:S:1:pos:R:3 method="wB97M-V/def2-TZVPD" total_charge=0 smiles="N#CC(O)=C=N" spin_multiplicity=1 homo_energy_ev=-9.59
N -0.253 2.507 -0.940
C -0.241 1.512 -0.346
C -0.201 0.249 0.319
O -1.377 -0.257 0.827
C 0.797 -0.570 0.050
N 1.583 -1.405 -0.382
H -1.201 -0.649 1.684
H 0.893 -1.388 -1.212

---

Computed values of largest force on an atom (unit: hartree/bohr) for the preceding records, in sequence: 0.106 0.050 0.132 0.086 0.032 0.108 0.046 0.178 0.109 0.085 0.047 0.051 0.045 0.064 0.062 0.074 0.136 0.079 0.064 0.048.
Computed values of relative energy (zero: lowest compared OMol25 entry of this formula, charge and spin) (unit: kJ/mol) for the preceding records, in sequence: 85.5 82.6 88.8 363.7 0.0 135.3 67.2 73.0 229.2 198.6 133.1 508.8 53.2 514.7 92.0 224.0 0.0 99.5 220.9 195.9.
Computed values of E_tot (unit: eV) for the preceding records, in sequence: -18053.882 -41272.202 -27243.207 -15195.389 -14629.115 -12004.137 -17194.030 -61855.348 -15500.565 -35542.342 -14209.597 -16823.004 -23564.496 -34398.723 -43075.139 -12057.700 -15311.029 -19411.991 -38545.527 -8167.683.